# 1
11
Properties=species:S:1:pos:R:3 method="wB97M-V/def2-TZVPD" smiles=Oc1ccc[nH]1 e_lumo_ev=0.846 homo_energy_ev=-7.9 e_tot_ha=-285.3476
O -0.9295 -1.9500 0.7472
C -0.6164 -0.7385 0.1191
C -0.3971 0.3696 0.8854
C 0.5633 1.2180 0.2965
C 0.9136 0.6826 -0.9058
N 0.2738 -0.5167 -1.1127
H -1.8007 -2.0233 1.1715
H -0.9466 0.5106 1.8070
H 0.9940 2.1033 0.7303
H 1.5733 1.1532 -1.6360
H 0.3722 -0.8088 -2.1025



# 2
42
Properties=species:S:1:pos:R:3 method="wB97M-V/def2-TZVPD" smiles="O[C@H](C[N@H+]1C2=NCCCN2c2ccccc21)c1ccc(Br)cc1" e_lumo_ev=-2.511 homo_energy_ev=-11.6 e_tot_ha=-3510.6175 charge=+1
O 1.2479 -0.0823 -2.1723
C 1.5974 -0.5150 -0.8646
C 0.7122 0.3347 0.0622
N -0.6667 0.3238 -0.4979
C -1.4559 -0.8459 -0.0687
N -1.0384 -2.0197 -0.2310
C -1.9012 -3.0905 0.2163
C -3.3747 -2.6783 0.2744
C -3.5433 -1.3691 1.0489
N -2.6101 -0.4042 0.5074
C -2.6697 0.9752 0.4808
C -3.6359 1.8539 0.9371
C -3.4087 3.2095 0.7458
C -2.2622 3.6767 0.1202
C -1.2866 2.7967 -0.3348
C -1.5115 1.4551 -0.1377
C 3.0548 -0.3016 -0.5284
C 3.7275 -1.2082 0.2810
C 5.0563 -1.0053 0.6022
C 5.7152 0.1098 0.1049
Br 7.5429 0.3931 0.5428
C 5.0577 1.0198 -0.7092
C 3.7272 0.8114 -1.0191
H 1.8017 -0.5325 -2.8188
H 1.3284 -1.5737 -0.7413
H 0.7104 -0.0523 1.0802
H 1.0705 1.3661 0.0605
H -0.4704 0.2734 -1.5201
H -1.5445 -3.4157 1.1982
H -1.7576 -3.9196 -0.4788
H -3.7416 -2.5385 -0.7444
H -3.9630 -3.4622 0.7467
H -3.3378 -1.5195 2.1148
H -4.5587 -0.9826 0.9409
H -4.5312 1.5022 1.4220
H -4.1464 3.9163 1.0908
H -2.1223 4.7361 -0.0178
H -0.3983 3.1582 -0.8276
H 3.2130 -2.0788 0.6587
H 5.5811 -1.7083 1.2291
H 5.5818 1.8799 -1.0944
H 3.2111 1.5119 -1.6591



# 3
125
Properties=species:S:1:pos:R:3 method="wB97M-V/def2-TZVPD" e_lumo_ev="-2.765 / -7.521" homo_energy_ev="-9.8 / -9.8" spin_multiplicity=2 e_tot_ha=-4773.7187 charge=+1 s_squared=0.754
Cd -2.1758 0.9541 1.6876
P -0.5219 -0.6224 0.1713
F -1.0369 -0.9327 1.6484
F 1.0420 -0.7822 0.6398
F -0.5636 -2.1091 -0.4551
F -0.0175 -0.0774 -1.2508
F -2.0769 -0.2543 -0.2239
F -0.4603 0.9359 0.6740
P -4.8098 -1.5557 2.0265
F -6.0710 -2.5593 2.0869
F -3.8900 -2.8271 1.5765
F -5.1080 -1.1128 0.4525
F -3.5761 -0.4619 2.1001
F -5.8291 -0.4830 2.6078
F -4.6211 -2.0733 3.5954
C 6.8338 2.7202 -1.8319
C 5.4310 2.4708 -2.3873
N 4.3713 2.9494 -1.4546
C 4.3682 4.3761 -1.0560
C 4.6606 5.3670 -2.1901
C 4.3220 2.1378 -0.1899
C 2.9431 2.2084 0.5254
H 7.0040 3.7418 -1.4918
H 7.6044 2.5342 -2.5800
H 6.9330 2.0465 -0.9808
H 5.3656 2.9806 -3.3485
H 5.3612 1.3896 -2.5066
H 3.4293 4.6302 -0.5640
H 5.1605 4.4878 -0.3158
H 5.7136 5.3563 -2.4716
H 4.1895 5.1239 -3.1424
H 4.3348 6.3433 -1.8312
H 5.1042 2.4146 0.5170
H 4.4202 1.0611 -0.3279
H 2.7124 3.2023 0.9088
H 2.9976 1.6580 1.4647
H 2.1334 1.8550 -0.1131
C -3.2429 5.2946 0.7332
C -2.8244 3.9856 1.4484
N -2.7825 2.7404 0.5816
C -4.1800 2.2950 0.2374
C -5.1505 2.2407 1.4579
C -2.0754 2.9950 -0.7296
C -0.7175 3.7280 -0.7287
H -4.0253 5.3172 -0.0254
H -2.4045 5.8171 0.2727
H -3.7433 5.9424 1.4529
H -1.8167 4.1478 1.8309
H -3.4465 3.7946 2.3228
H -4.6908 2.9391 -0.4783
H -4.1280 1.3099 -0.2263
H -6.0546 1.7225 1.1385
H -4.8413 1.5834 2.2706
H -5.3685 3.2308 1.8585
H -2.5989 3.6050 -1.4658
H -1.8747 2.0303 -1.1956
H -0.7809 4.7080 -1.2017
H -0.0052 3.1794 -1.3449
H -0.3773 3.9608 0.2803
C 0.3463 -8.8261 -1.5560
C -1.1684 -8.5656 -1.7571
N -1.4420 -7.1744 -1.3137
C -0.9943 -6.2102 -2.3186
C -0.9005 -4.8071 -1.7742
C -2.9164 -7.1965 -1.1938
C -3.2104 -7.4810 0.2446
H 0.9766 -8.4154 -2.3448
H 0.5428 -9.8977 -1.5233
H 0.7342 -8.4069 -0.6275
H -1.6001 -8.6946 -2.7496
H -1.5520 -9.2580 -1.0078
H -1.6568 -6.3113 -3.1782
H 0.0266 -6.4400 -2.6237
H -0.4142 -4.7773 -0.7992
H -1.8665 -4.3028 -1.7498
H -0.2926 -4.1422 -2.3877
H -3.3647 -6.2324 -1.4341
H -3.5254 -7.7955 -1.8709
H -2.6964 -8.3876 0.5639
H -2.8044 -6.7154 0.9057
H -4.2417 -7.6939 0.5261
C -1.3718 -0.4735 5.9532
C -1.6230 -0.4268 4.4441
N -1.5401 0.9181 3.7297
C -2.3003 1.9827 4.4590
C -3.7635 1.7755 4.7966
C -0.1278 1.2340 3.8415
C 0.3415 2.5489 3.1727
H -0.4493 -0.0116 6.3049
H -1.4034 -1.4596 6.4166
H -2.1995 0.0084 6.4734
H -0.8109 -1.0378 4.0501
H -2.5274 -0.9913 4.2170
H -1.8291 2.3042 5.3878
H -2.2029 2.8858 3.8564
H -4.0613 0.8644 4.2778
H -3.8149 1.5573 5.8633
H -4.3956 2.6283 4.5488
H 0.4759 0.5043 3.3019
H 0.1875 1.3440 4.8791
H -0.1746 2.7101 2.2262
H 1.4136 2.4843 2.9866
H 0.2823 3.4602 3.7676
C 1.6226 1.5443 -3.7716
C 2.8079 2.3099 -4.4309
O 2.4403 2.7688 -5.6830
S 1.1157 1.9000 -6.1861
O 1.5987 0.5765 -6.6335
O 0.2307 2.6512 -7.0796
O 0.5200 1.7354 -4.6596
H 1.3505 1.9525 -2.7982
H 1.8611 0.4879 -3.6481
H 3.6739 1.6640 -4.5757
H 3.0676 3.1533 -3.7911
C 3.6472 -2.2526 -0.4443
C 2.9724 -1.7737 -1.7639
O 4.0001 -1.3373 -2.6667
S 5.5193 -1.8281 -2.1517
O 6.5059 -0.7544 -2.2018
O 5.8770 -3.1760 -2.6891
O 5.0525 -1.8915 -0.5636
H 3.5796 -3.3342 -0.3264
H 3.2402 -1.7302 0.4214
H 2.3662 -0.8853 -1.5868
H 2.3173 -2.5200 -2.2133



# 4
78
Properties=species:S:1:pos:R:3 method="wB97M-V/def2-TZVPD" e_lumo_ev=-2.212 homo_energy_ev=-10.3 e_tot_ha=-2392.9127 charge=+1
Rb 0.0738 1.1746 -0.2156
C -1.0757 3.4268 -3.7889
C 0.0710 3.2725 -2.8357
C 1.0172 2.2732 -3.0310
C 2.1116 2.1439 -2.1815
C 3.1234 1.0609 -2.4160
C 2.2547 3.0414 -1.1297
C 1.3127 4.0398 -0.9032
C 1.4850 4.9995 0.2353
C 0.2282 4.1476 -1.7659
H -1.4009 2.4589 -4.1647
H -0.7656 4.0319 -4.6413
H -1.9146 3.9261 -3.3098
H 0.9172 1.6058 -3.8808
H 2.6372 0.1376 -2.7358
H 3.7083 0.8727 -1.5165
H 3.8130 1.3620 -3.2058
H 3.1238 2.9825 -0.4824
H 2.1488 5.8132 -0.0601
H 1.9246 4.4962 1.0946
H 0.5288 5.4288 0.5264
H -0.4869 4.9499 -1.6226
C -4.4144 -2.0207 1.6985
O -3.1444 -1.4385 1.4645
C -2.9024 -0.6301 0.4411
O -1.7784 -0.1983 0.2901
N -3.9254 -0.3400 -0.3994
N -3.7004 0.5648 -1.4467
H -4.2545 -2.6876 2.5424
H -4.7715 -2.6020 0.8466
H -5.1508 -1.2628 1.9807
H -4.8791 -0.5430 -0.1250
H -4.1298 1.4681 -1.2476
H -4.0943 0.2006 -2.3099
N 1.1272 2.0253 4.5632
C 2.2724 1.3399 4.2482
C 3.3055 0.8307 5.0206
C 4.3076 0.1586 4.3516
C 4.2812 -0.0086 2.9620
C 3.2587 0.4972 2.1875
C 2.2382 1.1853 2.8413
N 1.1024 1.7677 2.3500
C 0.4584 2.2450 3.3876
C -0.8340 2.8798 3.3069
C -1.6268 3.2392 4.3698
S -3.1014 3.9090 3.8198
C -2.5491 3.6587 2.1955
N -1.3881 3.1274 2.0860
H 0.8481 2.2993 5.4914
H 3.3156 0.9485 6.0935
H 5.1309 -0.2539 4.9158
H 5.0900 -0.5524 2.4959
H 3.2392 0.3647 1.1118
H -1.4240 3.1354 5.4176
H -3.1467 3.9481 1.3536
Te -0.9227 -1.7073 -2.0408
C -0.4541 -3.4257 -3.2389
C -1.4953 -4.2287 -3.6796
C -1.2453 -5.3628 -4.4313
C 0.0588 -5.7056 -4.7459
C 1.1064 -4.9245 -4.2877
C 0.8491 -3.7918 -3.5338
C -0.4363 -2.8351 -0.3089
C -1.3311 -3.7887 0.1485
C -1.0436 -4.5312 1.2800
C 0.1539 -4.3337 1.9467
C 1.0615 -3.3987 1.4788
C 0.7652 -2.6482 0.3526
H -2.5151 -3.9594 -3.4351
H -2.0665 -5.9751 -4.7763
H 0.2562 -6.5807 -5.3466
H 2.1255 -5.1951 -4.5263
H 1.6721 -3.1890 -3.1729
H -2.2611 -3.9507 -0.3839
H -1.7509 -5.2675 1.6355
H 0.3814 -4.9108 2.8300
H 2.0029 -3.2564 1.9903
H 1.4932 -1.9349 -0.0286